[1]
C23H36AlBBr6Cl3FMgN2O8 | ωB97M-V with the def2-TZVPD basis set

The calculation puts the max |F| at 3.1 eV/Å. Its gap between HOMO and LUMO is 0.0381 hartree. Its calculated total energy is -517016.64441 eV.

Geometry as ORCA input:
```
! RIJCOSX wB97M-V def2-TZVPD def2/J DEFGRID3
* xyz 2 1
C 5.29 -0.01 0.37
O 4.81 1.21 0.90
C 4.74 2.22 -0.08
C 4.13 3.44 0.58
C 3.17 4.19 -0.32
C 1.99 3.29 -0.74
C 0.72 4.07 -1.09
C -0.13 4.48 0.12
C -0.37 3.38 1.16
B -1.43 2.25 0.77
C -1.76 1.70 -0.70
C -2.29 0.25 -0.64
O -2.75 -0.21 -1.88
H 5.22 -0.75 1.15
H 6.33 0.08 0.04
H 4.71 -0.31 -0.51
H 4.09 1.87 -0.89
H 5.73 2.44 -0.48
H 4.99 4.18 0.97
H 3.57 3.06 1.44
H 2.76 5.01 0.27
H 3.66 4.57 -1.20
H 1.83 2.51 0.02
H 2.29 2.76 -1.64
H 0.16 3.52 -1.84
H 1.03 4.99 -1.58
H -1.07 4.92 -0.19
H 0.41 5.27 0.64
H -0.77 3.85 2.06
H 0.58 2.94 1.50
H -2.03 1.74 1.67
H -2.58 2.29 -1.12
H -0.91 1.75 -1.39
H -3.12 0.27 0.06
H -1.54 -0.44 -0.20
H -2.19 0.21 -2.57
F 5.35 5.28 0.15
C -5.85 -0.58 -3.52
Br -6.88 0.32 -4.85
Br -6.23 0.03 -1.75
Br -6.10 -2.54 -3.65
H -4.80 -0.37 -3.73
Al 0.32 0.68 1.00
O -1.77 -0.42 -4.35
H -1.96 -1.23 -4.83
C -5.47 4.02 -6.21
Br -6.89 3.44 -7.38
Br -4.21 2.59 -5.89
Br -4.60 5.60 -6.87
H -5.92 4.27 -5.26
N -1.16 -4.34 -4.99
C -1.23 -5.29 -6.00
C -0.03 -5.29 -6.62
C 0.81 -4.32 -5.98
C 0.09 -3.75 -4.98
H -1.91 -4.11 -4.36
H -2.13 -5.86 -6.17
H 0.24 -5.92 -7.45
H 1.82 -4.08 -6.23
H 0.34 -2.98 -4.26
C -0.48 -1.04 6.91
C -0.81 0.11 6.33
C 0.03 0.70 5.27
O -0.26 1.74 4.71
C 1.25 -0.04 4.88
C 1.59 -1.19 5.45
C 0.74 -1.78 6.52
O 1.04 -2.83 7.04
H -1.09 -1.49 7.69
H -1.70 0.66 6.60
H 1.85 0.41 4.09
H 2.47 -1.74 5.17
C 1.80 -5.42 4.48
Cl 1.55 -3.96 3.52
Cl 0.44 -6.52 4.30
Cl 3.32 -6.20 4.04
H 1.86 -5.13 5.52
N -0.29 -6.38 7.73
O -0.96 -5.57 8.36
O -0.82 -7.12 6.91
O 0.93 -6.43 7.91
Mg -3.59 -2.92 -3.96
*
```

Here are the Löwdin charges for atoms 1 to 5, given in e:
1 C -0.092
2 O -0.192
3 C -0.208
4 C -0.110
5 C -0.182

=====

[2]
C23H36BInN12O6P2SSe | ωB97M-V with the def2-TZVPD basis set

The calculation puts the max |F| at 0.4 eV/Å. Its gap between HOMO and LUMO is 0.2580 hartree. Its calculated total energy is -155220.85483 eV. The energy above the lowest of the compared OMol25 structures with the same formula, charge and spin comes out at 4.2 kcal/mol.

Geometry as ORCA input:
```
! RIJCOSX wB97M-V def2-TZVPD def2/J DEFGRID3
* xyz 0 1
In -0.55 0.69 0.06
C -1.48 -3.83 0.95
C -1.18 -2.82 0.03
N -1.20 -1.62 0.63
N -1.48 -1.86 1.93
C -1.66 -3.17 2.14
B -1.46 -0.73 2.97
N 0.00 -0.19 3.02
C 0.79 -0.02 4.09
C 2.06 0.34 3.65
C 1.95 0.36 2.26
N 0.72 0.02 1.89
N -2.45 0.37 2.52
C -3.42 0.96 3.24
C -4.11 1.82 2.42
C -3.48 1.71 1.18
N -2.49 0.83 1.25
H -1.54 -4.89 0.76
H -0.93 -2.91 -1.01
H -1.88 -3.54 3.13
H -1.77 -1.14 4.05
H 0.41 -0.16 5.09
H 2.92 0.55 4.25
H 2.70 0.59 1.52
H -3.56 0.71 4.28
H -4.95 2.45 2.68
H -3.71 2.20 0.25
N -2.69 -0.54 -4.69
C -2.42 -0.53 -3.19
C -3.31 -1.55 -2.49
P -2.77 1.16 -2.51
O -2.72 1.98 -3.93
O -4.14 1.23 -1.95
O -1.57 1.56 -1.69
P -0.64 -1.05 -3.07
O -0.06 0.07 -4.14
O -0.58 -2.39 -3.70
O -0.07 -0.80 -1.71
H -3.45 0.09 -4.92
H -2.88 -1.50 -5.00
H -1.85 -0.20 -5.16
H -4.37 -1.32 -2.65
H -3.14 -1.51 -1.42
H -3.08 -2.56 -2.83
H -3.25 2.79 -3.83
H 0.74 -0.30 -4.56
N 4.33 0.73 -0.78
C 3.85 1.88 -1.54
C 2.49 2.29 -1.02
N 1.50 1.22 -1.16
H 5.14 0.29 -1.20
H 3.25 -1.44 -0.31
H 4.61 1.01 0.16
H 3.77 1.59 -2.59
H 4.52 2.75 -1.50
H 2.13 3.17 -1.56
H 2.55 2.57 0.03
H 1.95 0.32 -1.00
H 1.13 1.17 -2.11
C 5.08 -6.71 1.54
C 5.21 -5.32 0.99
C 6.43 -4.77 0.64
C 6.42 -3.48 0.14
N 5.30 -2.78 -0.02
C 4.17 -3.40 0.35
S 2.65 -2.54 0.18
N 4.08 -4.63 0.84
H 6.06 -7.17 1.70
H 4.51 -7.33 0.84
H 4.53 -6.69 2.47
H 7.36 -5.32 0.77
H 7.33 -2.98 -0.15
Se -0.05 3.03 1.29
C 0.22 4.41 0.01
C -0.45 4.50 -1.20
C -0.16 5.55 -2.06
N 0.73 6.50 -1.81
C 1.36 6.42 -0.63
C 1.15 5.41 0.29
H -1.18 3.75 -1.47
H -0.67 5.62 -3.02
H 2.08 7.21 -0.43
H 1.71 5.39 1.22
*
```

Here are the Löwdin charges for atoms 1 to 5, given in e:
1 In 0.597
2 C -0.045
3 C -0.150
4 N 0.013
5 N -0.024

=====

[3]
C23H36Cl14IN3 | ωB97M-V with the def2-TZVPD basis set

The calculation puts the max |F| at 7.1 eV/Å. Its gap between HOMO and LUMO is 0.2427 hartree. Its calculated total energy is -212305.77014 eV. As for the structure (SMILES): CC(C)Cc1ccc(CN)c2ncc(CCCI)nc12.ClCCl.ClCCl.ClCCl.ClCCl.ClCCl.ClCCl.ClCCl.

Geometry as ORCA input:
```
! RIJCOSX wB97M-V def2-TZVPD def2/J DEFGRID3
* xyz 0 1
C -3.01 -0.54 -0.93
C -2.23 -0.63 -2.38
C -1.75 0.93 -2.73
C -0.97 -1.70 -2.41
C -0.87 -2.35 -0.88
C -1.77 -3.70 -0.50
C -1.67 -4.28 1.03
C -0.70 -3.48 2.09
C -0.64 -4.04 3.66
N -1.75 -3.27 4.40
C 0.24 -2.16 1.70
N 1.09 -1.59 2.80
C 1.89 -0.44 2.26
C 1.82 0.15 0.75
C 2.78 1.43 0.34
C 2.02 2.86 0.65
C 2.12 3.76 -0.74
I 2.00 5.88 -0.14
N 0.91 -0.40 -0.32
C 0.14 -1.59 0.18
H -3.89 0.25 -1.08
H -2.28 -0.06 -0.14
H -3.52 -1.54 -0.59
H -3.02 -1.04 -3.17
H -2.57 1.62 -2.19
H -0.73 1.18 -2.17
H -1.72 1.16 -3.88
H 0.04 -1.15 -2.70
H -1.11 -2.55 -3.23
H -2.41 -4.15 -1.37
H -2.30 -5.23 1.35
H 0.41 -3.81 4.17
H -0.92 -5.18 3.71
H -1.66 -2.25 4.15
H -2.65 -3.57 3.90
H 2.64 0.09 3.02
H 3.16 1.32 -0.78
H 3.75 1.40 1.02
H 2.51 3.43 1.57
H 0.90 2.63 0.90
H 1.21 3.43 -1.41
H 3.15 3.56 -1.30
C 0.25 4.75 -3.87
Cl -1.43 4.42 -3.41
Cl 1.15 3.24 -4.10
H 0.26 5.31 -4.80
H 0.73 5.33 -3.08
C -0.12 4.58 -7.65
Cl -0.24 2.86 -7.28
Cl 1.35 5.28 -6.97
H -0.11 4.71 -8.74
H -0.99 5.10 -7.23
C -3.89 1.24 -6.35
Cl -3.96 1.39 -8.11
Cl -3.44 2.77 -5.60
H -4.87 0.93 -5.98
H -3.15 0.48 -6.08
C 3.55 -2.39 5.39
Cl 3.43 -4.11 5.75
Cl 5.02 -1.69 6.07
H 3.56 -2.25 4.30
H 2.68 -1.87 5.81
C 3.67 -3.28 0.36
Cl 2.00 -3.61 0.82
Cl 4.58 -4.79 0.13
H 3.68 -2.72 -0.57
H 4.15 -2.70 1.15
C -2.21 3.77 1.61
Cl -3.07 2.27 1.99
Cl -1.57 3.73 -0.04
H -2.90 4.61 1.71
H -1.38 3.89 2.31
C 1.04 -3.20 8.81
Cl 0.31 -1.98 9.87
Cl 0.11 -3.39 7.32
H 2.06 -2.88 8.55
H 1.07 -4.15 9.33
*
```

Here are the Löwdin charges for atoms 1 to 5, given in e:
1 C -0.135
2 C -0.357
3 C -0.135
4 C -0.157
5 C -0.098

=====

[4]
C23H36Cl6N8O10 | ωB97M-V with the def2-TZVPD basis set

The calculation puts the max |F| at 10.3 eV/Å. Its gap between HOMO and LUMO is 0.2705 hartree. Its calculated total energy is -131922.74043 eV.

Geometry as ORCA input:
```
! RIJCOSX wB97M-V def2-TZVPD def2/J DEFGRID3
* xyz 0 1
N 3.60 1.68 4.38
C 2.30 1.48 4.84
C 1.23 1.20 4.03
C 1.47 1.07 2.67
C 2.78 1.19 2.20
C 3.82 1.46 3.10
H 2.13 1.69 5.89
H 0.26 1.10 4.48
H 0.69 0.85 1.96
H 2.93 1.09 1.14
H 4.80 1.66 2.71
N 1.44 0.96 0.26
C 0.94 1.33 -0.97
C 0.00 0.57 -1.72
C -0.34 -0.66 -1.21
C 0.19 -1.09 0.02
C 1.08 -0.26 0.74
H 1.15 2.32 -1.35
H -0.48 0.91 -2.63
H -1.03 -1.32 -1.71
H -0.09 -2.06 0.40
H 1.56 -0.68 1.62
N 0.10 -4.79 2.55
C 1.35 -4.50 3.06
C 2.31 -3.76 2.40
C 1.89 -3.23 1.12
C 0.60 -3.51 0.59
C -0.27 -4.24 1.37
H 1.55 -4.97 4.01
H 3.25 -3.50 2.85
H 2.45 -2.49 0.58
H 0.26 -3.02 -0.31
H -1.30 -4.36 1.05
C -1.39 2.66 -2.27
N -2.02 3.96 -1.93
O -1.33 4.73 -1.26
O -3.11 4.20 -2.43
H -2.15 1.93 -1.99
H -0.42 2.65 -1.77
H -1.27 2.68 -3.35
C -2.69 -1.62 0.46
N -2.46 -2.19 -0.88
O -1.44 -2.83 -1.14
O -3.37 -2.10 -1.69
H -2.33 -2.34 1.20
H -3.77 -1.49 0.46
H -2.22 -0.64 0.53
C -2.77 -3.32 -3.85
N -1.54 -2.53 -3.42
O -0.52 -3.14 -3.44
O -1.65 -1.32 -3.14
H -2.71 -3.35 -4.93
H -3.69 -2.77 -3.66
H -2.72 -4.30 -3.37
C -0.84 2.27 0.83
N -1.51 1.98 2.10
O -1.29 2.69 3.10
O -2.35 1.04 2.13
H -1.02 3.31 0.57
H -1.21 1.62 0.04
H 0.23 2.05 0.79
C -0.39 -2.52 3.53
N -0.41 -1.36 2.65
O 0.41 -0.43 2.92
O -1.25 -1.30 1.74
H 0.63 -2.72 3.85
H -0.76 -3.37 2.95
H -1.02 -2.27 4.39
C 2.48 3.51 0.42
Cl 1.48 3.96 -0.93
Cl 3.61 2.24 -0.03
H 3.04 4.41 0.71
H 1.77 3.21 1.19
C 1.34 3.91 -3.61
Cl 0.08 5.03 -3.06
Cl 1.12 2.30 -2.98
H 1.47 3.85 -4.69
H 2.32 4.21 -3.22
C -1.01 0.22 -4.82
Cl 0.54 -0.16 -4.06
Cl -2.04 1.36 -4.02
H -0.80 0.58 -5.83
H -1.68 -0.63 -4.89
*
```

Here are the Löwdin charges for atoms 1 to 5, given in e:
1 N 0.042
2 C -0.113
3 C -0.065
4 C -0.207
5 C -0.171